Record 1
Computed, not measured: an isolated ion of composition C6H16N4O4S and charge +2 at a distorted geometry, with the ωB97M-V functional and the def2-TZVPD basis.

```
31
Properties=species:S:1:pos:R:3:forces:R:3
H -2.45417 -6.22289 -1.29257 0.07 0.11 0.04
H 1.06580 -3.47941 0.36314 -0.05 0.06 -0.15
C -2.45304 -4.24283 -1.42387 0.33 1.03 -0.12
H -3.30976 -2.30293 -1.88715 0.68 0.28 -0.05
H 0.62616 1.61968 1.93609 -0.03 0.01 0.01
O -1.52078 -0.02985 -0.37019 0.43 0.93 0.29
H 0.89843 1.30162 -1.11266 -0.05 -0.06 -0.18
H 1.97054 0.53468 0.11177 0.08 -0.20 0.02
H 0.23649 4.68910 1.65529 -0.11 0.07 0.00
H 2.61547 2.85081 1.08579 0.07 -0.06 -0.07
C 1.61149 3.21352 0.86428 -0.17 -0.14 0.04
H 1.93840 5.10559 1.81778 0.01 0.08 0.04
N -1.84498 -5.40835 -1.31258 0.09 -0.75 0.16
H -0.27263 -4.55790 0.17966 -0.05 0.12 -0.05
S -0.21865 -0.31047 0.17294 -0.83 -1.06 -0.42
C 0.61442 2.03857 0.92785 -0.06 0.65 0.48
O 0.20101 -1.65727 -1.06758 0.49 0.66 -0.18
O -3.61373 -3.97193 -1.47202 -0.49 -0.24 -0.01
N 0.19209 -3.70283 -0.10290 0.00 0.07 0.04
C -0.36023 -2.79579 -0.87317 -0.15 -0.21 0.29
H 1.61461 3.63591 -0.14085 0.06 -0.04 -0.09
C 0.99493 0.97195 -0.08214 -0.12 -0.43 -0.20
C 1.22356 4.28908 1.86990 0.09 -0.06 -0.12
N -1.54691 -3.03153 -1.50597 -0.22 -0.54 -0.20
H -0.38974 2.41336 0.71974 -0.02 -0.02 0.02
O -0.13550 -1.05477 1.36738 0.45 0.33 0.43
H -0.89621 -5.57750 -1.61147 -0.02 0.12 -0.15
H -2.16636 -1.04103 -1.38912 -0.05 -0.87 -0.41
H 1.22940 3.89806 2.88348 -0.01 -0.02 0.13
N -2.30724 -1.92977 -1.98785 -0.48 0.44 0.10
H -2.12080 -1.71334 -2.98154 0.08 -0.25 0.33
```
Forces are in eV/Å.

Lowest unoccupied orbital energy, eV: -8.16
Energy relative to the best compared isomer or geometry (same formula, charge and spin), kJ/mol: 0.00
Total charge: +2
SMILES: CCCCS(=O)(=O)O/C(N)=[N+](\[NH3+])C(N)=O
Orbital gap, eV: 9.17
F_max, eV Å⁻¹: 1.414
HOMO level, eV: -17.3379

=====

Record 2
Computed, not measured: a 2-piece molecular cluster, C4H3NO2S overall at a distorted geometry, with the ωB97M-V functional and the def2-TZVPD basis.

```
11
Properties=species:S:1:pos:R:3:forces:R:3
C 1.34566 1.46449 2.11483 -2.24 2.51 1.22
O 1.60535 0.54139 1.53923 2.09 -4.03 -2.31
S -0.41872 0.57657 -1.91782 -0.86 0.59 0.70
H 1.47615 -0.91620 -1.66419 -0.68 -0.26 -0.69
H -2.37039 0.99294 -0.44972 0.24 -0.58 0.20
C -0.19373 -1.44131 -0.39821 1.11 1.31 -1.43
H 0.02477 -2.32312 0.11502 1.06 -1.24 0.35
C 0.41109 -0.78585 -1.44613 2.14 -1.42 0.44
C -1.54674 0.29178 -0.60286 1.00 -0.14 -0.54
N -1.20994 -0.77647 0.07685 -4.01 1.75 0.98
O 0.87649 2.37578 2.63301 0.14 1.52 1.07
```
Forces are in eV/Å.

Lowest unoccupied orbital energy, eV: 0.51
Energy relative to the best compared isomer or geometry (same formula, charge and spin), kJ/mol: 35.22
SMILES: c1cscn1.O=C=O
Orbital gap, eV: 9.74
F_max, eV Å⁻¹: 5.091
HOMO level, eV: -9.2327

=====

Record 3
Computed, not measured: a 2-piece molecular cluster, CH5IN2 overall at a distorted geometry, with the ωB97M-V functional and the def2-TZVPD basis.

```
9
Properties=species:S:1:pos:R:3:forces:R:3
H 0.42546 -1.42349 0.73269 0.08 -0.48 0.47
I -2.42898 -0.33801 0.10709 -0.48 0.09 0.35
N -1.59175 1.43996 -0.09537 0.02 1.75 1.61
H 1.82921 -1.22309 -0.38445 1.00 -0.19 0.74
H 1.18164 1.10893 -0.42104 0.93 1.46 -2.55
H -1.60502 1.98748 0.86085 -0.19 -1.64 -1.96
N 0.91879 0.49898 0.27001 -1.03 -0.92 2.79
H 0.40857 -1.20211 -1.01186 -0.71 0.87 0.23
C 0.86209 -0.84864 -0.05794 0.39 -0.93 -1.68
```
Forces are in eV/Å.

Lowest unoccupied orbital energy (spin up / spin down), eV: 0.03 / -1.39
Energy relative to the best compared isomer or geometry (same formula, charge and spin), kJ/mol: 109.88
⟨S²⟩: 2.0128
2S+1: 3
Orbital gap (spin up / spin down), eV: 8.89 / 7.92
F_max, eV Å⁻¹: 3.113
HOMO level (spin up / spin down), eV: -8.8573 / -9.3060

=====

Record 4
Computed, not measured: C18H11Br2IrN3O6 as an isolated structure at a distorted geometry, with the ωB97M-V functional and the def2-TZVPD basis.

```
41
Properties=species:S:1:pos:R:3:forces:R:3
C 2.85318 0.01068 -0.79979 -0.06 -0.03 -0.01
C -3.62832 1.55283 -0.01721 0.02 0.07 -0.10
H -1.45859 -2.15339 -2.24851 0.03 0.00 -0.02
Ir -0.03422 -0.58525 0.25056 0.43 0.17 1.47
C 2.35413 -0.79862 -1.95163 -0.02 -0.14 0.34
C -1.10558 -2.94798 -1.60597 -0.17 0.00 0.11
H 4.73504 0.58691 -1.62346 -0.02 0.00 -0.01
C 4.06582 0.66937 -0.77889 0.02 0.01 0.01
C -0.14582 -4.86083 0.13201 0.01 0.02 0.06
C -0.04913 -3.50969 0.36009 0.05 -0.13 -0.09
H -1.73052 -4.55953 -2.85345 0.00 0.00 0.00
C -2.99373 -0.76184 1.29664 -0.04 0.10 -0.10
C 3.47867 1.55030 1.36654 -0.05 0.03 0.10
C 4.39182 1.43805 0.33354 0.03 0.00 -0.05
H 5.33529 1.96527 0.37240 0.00 -0.01 0.02
H 0.25079 -5.57624 0.83800 0.00 0.00 -0.01
C -1.35673 1.54413 -1.01301 0.29 -0.15 -0.25
C -1.24968 -4.28243 -1.92648 -0.02 -0.01 0.02
H -5.54267 1.43571 0.96907 0.01 0.02 0.00
H 2.77516 -1.33969 -3.70838 0.01 0.01 0.01
O 1.24400 1.63131 3.28694 0.25 0.09 -0.05
C -0.77099 -5.24645 -1.04761 -0.01 0.02 -0.03
C -2.40980 0.93934 -0.14867 -0.01 -0.01 0.10
O 1.29623 -1.38511 -1.86048 0.10 -0.01 -0.61
N -0.52122 -2.58088 -0.45740 0.13 0.26 -0.43
O 0.02441 0.39716 1.90867 -0.06 0.65 -0.45
C -4.24449 -0.18281 1.48775 -0.04 0.02 0.01
O -1.46215 2.51180 -1.68809 -0.23 0.04 0.10
C 2.27892 0.86805 1.26703 0.04 0.05 -0.09
H 3.65389 2.16825 2.23737 0.00 -0.01 0.00
N -2.07592 -0.21112 0.49325 -0.26 -0.30 -0.16
H -4.94303 -0.66114 2.15861 0.01 -0.02 -0.01
Br -2.65993 -2.35742 2.19889 0.08 -0.05 0.03
Br 0.79240 -2.72744 1.85922 -0.01 0.17 -0.13
O 3.15406 -0.80984 -2.98620 0.04 0.02 -0.05
O -0.18615 0.84234 -0.99496 -0.28 -0.03 0.16
N 1.99292 0.08498 0.22545 0.01 -0.44 -0.14
C 1.17749 1.03088 2.26811 -0.31 -0.36 0.19
H -3.80764 2.46415 -0.57181 0.00 0.00 0.02
C -4.57131 0.98179 0.82720 0.00 -0.05 0.03
H -0.87561 -6.29803 -1.27947 0.00 0.00 0.00
```
Forces are in eV/Å.

Lowest unoccupied orbital energy (spin up / spin down), eV: -7.91 / -8.81
Energy relative to the best compared isomer or geometry (same formula, charge and spin), kJ/mol: 77.06
⟨S²⟩: 0.7542
Total charge: +2
2S+1: 2
Orbital gap (spin up / spin down), eV: 8.04 / 7.13
F_max, eV Å⁻¹: 1.540
HOMO level (spin up / spin down), eV: -15.9493 / -15.9421

=====

Record 5
Computed, not measured: a 9-piece molecular cluster, C27H72O9 overall at a distorted geometry, with the ωB97M-V functional and the def2-TZVPD basis.

```
108
Properties=species:S:1:pos:R:3:forces:R:3
H 5.17481 8.97641 -7.29804 -0.07 0.08 -0.26
H 1.28505 -7.11828 9.71848 0.35 -0.01 -0.62
C -0.35027 9.22784 0.88629 -0.37 -0.03 1.13
H 1.25367 -0.57003 -8.65747 -0.05 -0.10 0.26
H -8.74841 3.62103 -0.71805 0.09 0.40 0.43
H 3.45311 6.70503 -5.20780 0.03 -0.30 -0.14
H 2.09886 -2.54522 -12.29163 0.35 -0.15 -0.11
H -7.60346 3.91261 -2.00887 0.13 0.23 0.02
H -0.61366 -5.80166 7.60281 -0.22 0.17 0.22
H 4.41367 0.28131 9.55793 -0.20 -0.48 -0.18
C 0.93308 1.31370 0.10123 -0.24 0.11 -2.37
H 1.70832 9.17910 1.30503 0.23 0.08 0.28
H -0.39560 -6.86024 9.81597 -0.29 0.03 -0.08
H 1.40980 -4.89265 7.29551 0.12 0.11 0.05
H 5.46972 -0.86989 8.59601 -0.40 -0.07 0.09
H 0.17421 2.32810 2.07535 -0.10 0.02 -0.11
C 1.13921 -7.52638 -2.98500 0.99 -1.24 0.62
H -0.06930 -7.53285 6.10645 0.04 -0.36 -0.03
O -6.87763 -6.13679 2.24693 -0.60 0.61 2.03
H 4.40649 9.18505 -3.87176 -0.19 0.19 0.23
H 0.37052 -1.33982 0.31542 -0.36 -0.11 -0.12
H 0.37096 -1.15405 -11.90376 -0.15 0.03 -0.13
C -6.74655 -7.67105 0.49919 0.42 -0.07 0.22
C 4.60877 0.74676 7.44002 0.02 -1.79 0.34
C 1.72227 -1.41342 -10.52432 -0.42 -0.36 0.28
H 3.36575 -2.80207 -11.02210 0.15 0.45 -0.24
H 0.48035 -9.11201 -3.83738 0.02 -0.28 -0.11
H -7.65245 -5.68109 1.90992 0.02 0.00 -0.24
C 4.53528 6.72130 -5.07846 0.21 0.99 0.32
H 6.12258 8.16145 -5.42078 0.18 -0.02 -0.23
H 1.84307 -3.54991 -10.86212 -0.39 0.04 -0.04
H -7.69787 -7.31322 0.10541 0.21 0.27 -0.58
H -1.50391 11.11763 1.01935 0.43 0.07 -0.39
O 1.36734 -5.83727 7.12974 0.85 0.78 -0.27
H 2.68972 -1.59879 -8.61748 -0.06 -0.16 0.13
C 0.89556 9.88904 1.45828 0.30 -0.62 -0.63
H 0.81943 0.75628 -0.82854 0.50 0.20 -0.52
C 0.12081 -7.74199 7.15917 -0.37 0.01 0.28
H 4.25113 1.77088 7.54658 0.19 0.16 0.19
C -0.01660 0.64124 1.01431 1.71 0.38 3.00
H -2.05528 9.91972 2.08799 0.90 -0.29 0.62
H -5.11770 -6.85986 1.72756 0.06 -0.16 -0.16
H 5.02536 5.84398 -5.50063 -0.12 0.26 -0.45
C 0.44734 -0.80600 1.26264 -0.56 0.24 -0.53
H -6.65799 -4.94291 -0.13955 -0.16 -0.13 -0.03
H 4.74088 6.66370 -4.00958 -0.09 0.08 0.15
O 0.35654 -1.22015 -10.94614 0.44 -0.04 0.13
H 2.81235 -6.58469 -3.99873 -0.26 0.21 -0.07
H -5.30520 -4.50888 0.89439 0.05 -0.07 0.06
H -2.43901 9.74194 0.53115 0.21 -0.17 -0.81
C 0.50201 -6.45730 9.34690 -0.61 -0.08 0.18
C -7.68576 3.62537 -0.96062 0.34 -0.85 -0.31
C 0.67630 -7.99454 -1.58226 0.08 1.62 -0.12
H 0.63806 -7.08372 -0.98471 -0.08 -0.08 0.51
H 3.29645 9.35808 -5.25644 0.08 -0.26 -0.03
H 4.84364 10.21082 -5.20968 0.03 0.02 -0.17
H -0.18703 9.06041 -0.17834 0.07 -0.06 -0.12
H 2.95531 0.41558 6.54130 -0.41 -0.32 -0.22
H 5.88792 -0.38659 6.06959 -0.09 -0.26 0.48
O -5.37638 4.32151 -0.56040 -0.55 0.14 -0.03
C -6.61447 3.64527 1.31221 -0.21 0.66 0.32
C -5.74364 -5.32247 0.31651 0.40 -0.60 0.18
H -7.40162 3.93713 2.00741 -0.44 -0.19 -0.26
H 1.02331 -8.34256 7.27286 0.10 0.14 -0.09
H -5.30153 4.96784 -1.26628 -0.02 -0.01 -0.16
H -7.05445 5.39374 0.08068 0.17 0.19 0.17
H 2.29443 -0.51923 -10.77161 0.16 0.10 -0.19
C -6.72666 4.36141 -0.04157 0.31 -0.32 0.53
C -6.03144 -6.53690 1.22870 -0.55 0.48 -1.27
H -6.08464 -8.10122 -0.25243 -0.38 -0.18 -0.22
H -0.21694 -1.28904 1.97922 0.29 -0.07 0.12
H -6.61602 2.56229 1.18872 0.05 0.05 0.01
H 1.98477 1.32583 0.38740 -0.20 -0.52 0.44
H 6.00937 0.70397 9.10921 0.22 0.13 -0.15
C 1.67530 -1.51251 -9.00685 0.08 0.40 -0.48
H 2.36191 -5.85627 -2.43001 0.39 0.00 0.05
H 6.55724 1.06744 6.78834 0.21 0.46 -0.83
H -5.72006 3.95139 1.85482 0.26 -0.08 -0.36
O 3.47184 -0.10073 7.16438 0.03 0.74 -0.39
H 5.29433 1.04272 5.38555 0.37 0.72 0.15
H 0.86537 10.20633 2.50064 -0.33 -0.22 -0.03
H 1.04129 -2.33622 -8.67876 0.12 -0.04 -0.01
H 0.65590 -5.48862 9.82236 0.08 0.20 -0.26
C -1.56901 10.03418 1.11921 -2.36 1.61 0.07
H 3.30287 -7.40967 -2.57897 -0.23 0.01 0.46
H -5.05219 -5.59491 -0.48084 0.02 0.06 -0.09
C 0.28286 -6.38154 7.82214 0.07 -1.07 0.64
C 2.30825 -2.63361 -11.22559 -0.23 -0.17 0.40
C 2.49842 -6.79012 -2.97534 -0.86 -0.28 -0.18
H 0.41420 -6.93107 -3.54005 -0.26 0.32 0.40
H -7.08736 -8.42278 1.21112 0.52 -0.20 0.11
O 4.67434 8.22546 -6.97059 0.90 -0.78 -0.27
H 1.12434 10.75498 0.83705 -0.03 0.11 0.06
C 5.13715 0.15631 8.75230 0.50 1.13 0.01
O 1.34938 -8.72156 -3.71937 0.09 -0.35 -0.89
H -7.35874 2.58846 -0.88334 -0.13 -0.22 -0.37
H -1.08152 0.62654 0.78234 0.12 0.29 -0.53
O -0.63843 7.98711 1.55121 1.04 -0.39 -0.19
H -0.70285 -8.31924 7.57925 -0.12 0.09 -0.02
O 0.16069 1.39082 2.28249 -0.64 -1.04 0.00
C 5.66103 0.64661 6.33251 -0.46 -0.42 0.50
H 1.37910 -8.69222 -1.12682 0.15 0.11 -0.25
H -1.37659 7.58513 1.08739 -0.08 -0.09 0.01
H -0.31879 -8.43647 -1.53146 -0.04 -0.04 -0.41
H 0.71088 2.35228 -0.14390 -0.42 0.09 0.13
H 1.50399 -0.92277 1.50340 -0.11 0.43 0.52
C 5.04766 8.08846 -5.58607 -1.42 -0.12 -0.45
C 4.34108 9.27748 -4.95586 0.46 -0.15 1.29
```
Forces are in eV/Å.

Lowest unoccupied orbital energy, eV: 0.35
Energy relative to the best compared isomer or geometry (same formula, charge and spin), kJ/mol: 361.40
SMILES: CC(C)O.CC(C)O.CC(C)O.CC(C)O.CC(C)O.CC(C)O.CC(C)O.CC(C)O.CC(C)O
Orbital gap, eV: 10.41
F_max, eV Å⁻¹: 3.471
HOMO level, eV: -10.0656

=====

Q: Which value of F_max does entry 2 give?
A: 5.091 eV Å⁻¹

=====

Q: Look up the F_max of the second one.
A: 5.091 eV Å⁻¹

=====

Q: What is the formula in the third record?
A: CH5IN2